89
Properties=species:S:1:pos:R:3:forces:R:3 method="wB97M-V/def2-TZVPD" total_energy_ha=-10378.7606 homo_lumo_gap_ha=0.3049 relative_energy_ev=0.0000 lumo_ev=-2.245 homo_ev=-10.54 charge=+1
Rb -0.357102 -0.206574 -0.191970 0.0 0.0 0.0
Se -0.096731 0.257227 -3.941606 0.0 0.0 0.0
Se 1.050546 -1.747251 -3.889010 0.0 0.0 0.0
C -0.135488 -2.884284 -2.870626 0.0 0.0 0.0
C 0.075976 -4.253053 -3.031853 0.0 0.0 0.0
C -0.742520 -5.125662 -2.340713 0.0 0.0 0.0
C -1.747890 -4.610470 -1.531783 0.0 0.0 0.0
C -1.872550 -3.237437 -1.447411 0.0 0.0 0.0
N -1.077037 -2.380153 -2.095217 0.0 0.0 -0.1
C 1.178097 1.408772 -3.051428 0.0 0.0 0.0
C 1.403593 2.653837 -3.627376 0.0 0.0 0.0
C 2.279048 3.516985 -2.991331 0.0 0.0 0.0
C 2.912951 3.096990 -1.831023 0.0 0.0 0.0
C 2.622032 1.834178 -1.345364 0.0 0.0 0.0
N 1.753539 1.005062 -1.930009 0.0 0.0 0.0
H 0.845710 -4.617174 -3.700175 0.0 0.0 0.0
H -0.612147 -6.195014 -2.445830 0.0 0.0 0.0
H -2.422188 -5.255025 -0.986263 0.0 0.0 0.0
H -2.643930 -2.791880 -0.827484 0.0 0.0 0.0
H 0.918404 2.925516 -4.554626 0.0 0.0 0.0
H 2.479856 4.495367 -3.407344 0.0 0.0 0.0
H 3.621461 3.730385 -1.315923 0.0 0.0 0.0
H 3.097275 1.463991 -0.442965 0.0 0.0 0.0
F -4.164179 7.161847 -1.943377 0.0 0.0 0.0
C -3.741522 6.129799 -1.229258 0.0 0.0 0.0
C -3.729850 6.195742 0.151249 0.0 0.0 0.0
F -4.142496 7.295998 0.766291 0.0 0.0 0.0
C -3.276832 5.107098 0.877053 0.0 0.0 0.0
F -3.277818 5.229444 2.205780 0.0 0.0 0.0
C -2.833719 3.936070 0.276393 0.0 0.0 0.0
P -2.153185 2.525741 1.252610 0.1 0.0 -0.1
C -0.731258 3.349587 2.060870 0.0 0.0 0.0
C 0.484284 3.244015 1.384609 0.0 0.0 0.0
C 1.642093 3.799557 1.906681 0.0 0.0 0.0
C 1.602106 4.456000 3.128988 0.0 0.0 0.0
C 0.397626 4.569640 3.809372 0.0 0.0 0.0
C -0.763257 4.026638 3.277193 0.0 0.0 0.0
C -3.416557 2.291100 2.546498 0.0 0.0 0.0
C -3.069333 1.856424 3.825124 0.0 0.0 0.0
C -4.054731 1.535291 4.748251 0.0 0.0 0.0
C -5.395649 1.631759 4.406581 0.0 0.0 0.0
C -5.748527 2.051442 3.131730 0.0 0.0 0.0
C -4.766700 2.375259 2.208322 0.0 0.0 0.0
C -2.863687 3.896087 -1.120744 0.0 0.0 0.0
Br -2.310244 2.383202 -2.115426 0.0 0.0 0.0
C -3.307246 4.976764 -1.861860 0.0 0.0 0.0
F -3.329545 4.943882 -3.192251 0.0 0.0 0.0
H 0.527305 2.734019 0.426981 0.0 0.0 0.0
H 2.575787 3.716598 1.364550 0.0 0.0 0.0
H 2.504107 4.882648 3.547825 0.0 0.0 0.0
H 0.358170 5.090993 4.756963 0.0 0.0 0.0
H -1.694712 4.133668 3.815431 0.0 0.0 0.0
H -2.027736 1.779155 4.110491 0.0 0.0 0.0
H -3.769390 1.218515 5.743886 0.0 0.0 0.0
H -6.161942 1.386913 5.130028 0.0 0.0 0.0
H -6.791727 2.131486 2.855598 0.0 0.0 0.0
H -5.060642 2.700549 1.216570 0.0 0.0 0.0
C -2.304448 -1.536080 2.772195 0.0 0.0 0.0
C -1.225099 -0.727994 3.402634 0.0 0.0 0.0
N -0.413496 0.095488 2.778889 0.0 0.0 0.0
C 0.406656 0.632220 3.748754 0.0 0.0 0.0
C 0.080953 0.123611 4.968112 0.0 0.0 0.0
N -0.959442 -0.745468 4.731398 0.0 0.0 0.0
H -2.828862 -0.928677 2.032761 0.0 0.0 0.0
H -3.037727 -1.858096 3.510994 0.0 0.0 0.0
H -1.892453 -2.416024 2.275161 0.0 0.0 0.0
H 1.159770 1.366346 3.511989 0.0 0.0 0.0
H 0.473120 0.298999 5.954170 0.0 0.0 0.0
H -1.435859 -1.303522 5.418768 0.0 0.0 0.0
C 2.449048 -4.227756 7.019527 0.0 0.0 0.0
C 2.010310 -4.174943 5.582687 0.0 0.0 0.0
C 1.890524 -2.965154 4.909947 0.0 0.0 0.0
C 1.485308 -2.915148 3.580973 0.0 0.0 0.0
C 1.207817 -4.098250 2.921749 0.0 0.0 -0.1
C 1.300031 -5.322000 3.574641 0.0 0.0 -0.1
C 1.706419 -5.352401 4.895180 0.0 0.0 0.0
S 0.665663 -4.024800 1.217200 0.0 -0.1 0.1
C 2.214858 -4.494859 0.443772 0.0 0.0 0.0
O 0.483402 -2.571518 0.904164 0.0 0.0 -0.1
H 2.645021 -3.230090 7.409131 0.0 0.0 0.0
H 3.360426 -4.817372 7.126439 0.0 0.0 0.0
H 1.686229 -4.693599 7.645083 0.0 0.0 0.0
H 2.118101 -2.040735 5.427141 0.0 0.0 0.0
H 1.373482 -1.973169 3.057818 0.0 0.0 0.0
H 1.055174 -6.244604 3.060658 0.0 0.0 0.0
H 1.785679 -6.304048 5.406943 0.0 0.0 0.0
H 2.977969 -3.775479 0.737122 0.0 0.0 0.0
H 2.052813 -4.478367 -0.633055 0.0 0.0 0.0
H 2.484217 -5.499875 0.766785 0.0 0.0 0.0



13
Properties=species:S:1:pos:R:3:forces:R:3 method="wB97M-V/def2-TZVPD" total_energy_ha=-270.0681 homo_lumo_gap_ha="0.2493 / 0.2579" relative_energy_ev=4.5711 lumo_ev="-0.529 / -0.595" homo_ev="-7.31 / -7.61"
C 1.711165 1.063791 -0.249158 1.8 -1.0 3.2
C 1.879108 0.277233 0.704280 -1.1 0.5 -1.0
C -0.336542 -0.547912 0.417783 -0.8 -0.9 -0.7
C -1.342438 -1.482337 0.521319 -1.1 -0.4 -0.1
C 0.644934 1.296203 -1.136496 -1.2 0.3 -2.0
C 0.875998 -0.581204 1.217274 1.7 0.5 0.9
C -0.485856 0.426889 -0.576005 0.8 0.8 -0.4
H -2.278257 -1.271219 -0.034038 0.7 -0.3 0.3
H -1.325259 -2.469954 1.031275 0.3 1.1 -0.1
H 0.142553 2.262388 -1.287465 0.9 0.3 0.2
H 1.135134 1.044208 -2.118654 -1.3 -0.2 0.2
H 0.821865 -0.881043 2.256362 0.1 -0.4 -0.2
H -1.442404 0.862958 -0.746477 -0.8 -0.3 -0.4



99
Properties=species:S:1:pos:R:3:forces:R:3 method="wB97M-V/def2-TZVPD" total_energy_ha=-1705.2969 homo_lumo_gap_ha=0.3663 relative_energy_ev=3.2503 lumo_ev=0.492 homo_ev=-9.47 smiles=CCO.CCO.CCO.CCO.CCO.CCO.CCO.CCO.CCO.CCO.CCO
C -16.391957 -3.013955 3.284799 0.4 -0.9 -1.0
C -16.422677 -2.922842 1.768986 -0.9 0.5 0.5
O -17.670041 -3.414865 1.236962 0.0 -0.5 -0.4
H -16.590351 -4.031221 3.625430 0.0 0.0 0.1
H -17.112158 -2.341300 3.749722 -0.1 -0.2 -0.3
H -15.390637 -2.695861 3.591929 -0.7 -0.9 -0.3
H -15.569983 -3.438189 1.329993 0.0 -0.1 -0.1
H -16.363410 -1.853982 1.545790 -0.3 -1.1 -0.7
H -17.487774 -4.245776 0.789161 -0.2 0.0 0.1
C -16.648022 3.384256 1.291894 -0.5 -0.2 0.5
C -15.659971 3.561486 0.169370 0.0 -0.3 -0.2
O -14.357233 3.632789 0.732340 0.2 0.1 0.2
H -16.521239 2.459006 1.857872 0.4 0.1 -0.2
H -17.679113 3.317716 0.940861 0.0 0.3 -0.3
H -16.582916 4.188658 2.027676 0.0 0.1 -0.2
H -15.876944 4.463463 -0.417614 -0.1 -0.1 0.1
H -15.703036 2.701667 -0.516653 -0.1 0.1 0.0
H -13.726347 3.818539 0.031686 0.0 0.0 0.0
C -16.110394 -1.508926 7.162446 0.0 -0.9 0.0
C -16.282996 -1.015536 5.737876 0.6 0.8 0.8
O -15.224429 -1.437252 4.880329 0.3 0.8 0.8
H -16.256849 -2.593978 7.184270 -0.2 0.1 0.1
H -16.806991 -1.035787 7.852243 -0.1 0.0 -0.1
H -15.105755 -1.387043 7.577190 0.0 0.5 -0.3
H -16.304995 0.081111 5.740840 -0.1 -0.1 -0.1
H -17.212897 -1.379499 5.304669 0.0 0.1 0.1
H -14.393573 -1.515646 5.354910 0.0 0.2 0.3
C -20.922794 3.617159 1.622314 -0.6 -0.3 -0.4
C -22.052384 2.893661 2.339445 0.0 -0.1 0.4
O -21.616475 2.059941 3.393708 0.3 -0.2 0.3
H -21.399207 4.256301 0.872112 0.3 0.3 0.1
H -20.292366 2.924012 1.063260 0.1 -0.1 0.2
H -20.314331 4.182968 2.324367 0.0 0.2 0.0
H -22.697112 2.333091 1.649633 0.2 0.0 -0.2
H -22.714168 3.620373 2.819736 0.1 0.1 -0.1
H -20.953224 1.415455 3.085788 -0.4 0.2 -0.3
C -16.707607 -0.313014 -1.172425 0.2 0.7 -0.1
C -17.385267 -1.305954 -2.095610 0.2 0.0 -0.2
O -16.887416 -1.186507 -3.429064 -0.1 0.0 -0.1
H -15.624843 -0.438284 -1.232381 0.0 -0.3 0.3
H -17.051876 -0.337781 -0.138337 0.1 -0.4 0.0
H -16.848455 0.732131 -1.476424 -0.3 -0.1 -0.3
H -18.474151 -1.229441 -2.092866 0.0 0.1 0.2
H -17.127402 -2.323175 -1.798875 -0.1 0.0 0.1
H -17.298291 -0.415866 -3.834371 0.0 0.0 0.0
C -21.307050 -3.841575 -0.008597 -0.4 -0.2 0.1
C -20.434495 -2.864899 -0.802519 0.1 -1.1 1.7
O -19.854352 -1.976419 0.160008 0.2 0.3 -0.3
H -21.679227 -4.680468 -0.601645 0.0 0.1 -0.1
H -22.156299 -3.372683 0.492510 0.0 0.2 -0.3
H -20.733712 -4.267529 0.819076 0.3 0.0 -0.2
H -20.985308 -2.323508 -1.563011 0.1 0.2 0.0
H -19.629566 -3.476509 -1.218531 0.0 0.3 -0.6
H -19.155370 -2.494048 0.612828 0.0 0.3 -0.1
C -20.311175 1.713251 -1.553473 0.0 -0.4 0.4
C -21.019278 0.965091 -2.652030 -0.6 0.0 -0.6
O -20.663113 1.463117 -3.947919 0.3 -0.4 -0.1
H -20.731230 2.713071 -1.442331 0.2 0.1 0.1
H -19.239446 1.765376 -1.754155 0.0 0.2 -0.3
H -20.374778 1.172119 -0.603270 -0.3 0.1 0.0
H -22.114609 1.008505 -2.604887 0.1 0.2 0.5
H -20.803824 -0.106193 -2.626056 0.4 0.1 -0.2
H -21.132815 2.284767 -4.108420 0.0 0.0 0.1
C -18.309841 1.049777 3.550451 0.8 -0.2 0.2
C -18.513653 0.189612 2.328198 -0.8 0.4 -0.6
O -19.910731 0.248228 1.949239 0.7 -0.2 0.2
H -18.889424 0.760611 4.426581 -0.3 -0.1 -0.2
H -18.504290 2.091112 3.301114 -0.2 0.1 0.1
H -17.260924 1.004918 3.869031 -0.1 0.0 -0.2
H -18.239234 -0.862476 2.414876 0.2 0.1 0.4
H -17.923480 0.609057 1.504476 0.1 -0.1 0.1
H -20.031702 -0.528375 1.381239 -0.4 0.1 -0.2
C -13.205418 0.489300 2.456326 0.2 0.0 -1.0
C -14.695762 0.636086 2.138262 0.7 -0.4 1.0
O -15.333815 -0.640328 2.103932 0.6 1.5 0.5
H -12.674983 1.437608 2.335786 -0.2 0.0 0.1
H -12.774783 -0.201970 1.725819 0.1 0.0 0.1
H -12.985348 0.098262 3.448195 -0.3 0.0 0.1
H -14.870435 1.088634 1.167320 0.1 0.1 0.0
H -15.114776 1.254852 2.943039 -0.3 0.1 -0.4
H -15.432178 -0.937129 3.024173 0.2 0.2 -0.1
C -17.336911 3.503276 6.170923 0.0 0.3 0.1
C -17.843473 4.351707 7.325235 -0.3 -0.6 0.0
O -17.447789 3.684505 8.529909 0.0 0.3 0.0
H -17.776879 2.507828 6.204740 -0.1 0.0 0.1
H -16.255077 3.385362 6.240601 0.0 0.1 0.0
H -17.586662 3.955499 5.210697 0.0 0.0 0.0
H -18.937182 4.403901 7.303110 0.0 0.0 -0.2
H -17.481696 5.382793 7.288877 0.3 -0.1 0.0
H -17.950231 4.076812 9.250702 0.1 -0.1 0.1
C -23.470204 -0.540093 -0.045679 0.0 -0.5 0.5
C -23.663758 -1.326614 -1.321349 -0.1 0.0 0.1
O -24.911229 -0.928233 -1.885180 0.2 0.0 -0.3
H -23.356431 0.532363 -0.192391 0.2 0.0 -0.2
H -22.630374 -0.965230 0.511422 0.2 0.3 -0.1
H -24.327153 -0.666109 0.620816 -0.1 -0.1 -0.2
H -23.653721 -2.404009 -1.116459 -0.2 0.0 0.1
H -22.830219 -1.169993 -2.014011 -0.1 0.3 -0.1
H -24.949195 -1.229009 -2.798654 0.0 0.0 0.1



18
Properties=species:S:1:pos:R:3:forces:R:3 method="wB97M-V/def2-TZVPD" total_energy_ha=-438.6558 homo_lumo_gap_ha=0.4302 relative_energy_ev=0.1782 lumo_ev=-3.299 homo_ev=-15.00 charge=+1
O 2.548448 -2.201944 -0.282660 -0.3 0.2 0.1
C 1.547420 -2.403819 0.355261 0.8 -0.2 -0.3
C 0.234534 -1.758304 -0.026052 0.6 -0.2 -1.0
N 0.503178 -0.884277 -1.221722 -0.9 0.2 0.7
H 1.559864 -3.066225 1.220405 -0.2 -0.2 0.3
H -0.459829 -2.551083 -0.329149 -0.2 0.4 0.5
H -0.085188 -1.125936 0.789720 -0.5 -0.1 0.2
H 0.324024 -1.371037 -2.097984 0.3 0.0 0.0
H -0.132416 -0.025275 -1.180898 0.3 0.0 -0.2
H 1.483045 -0.600066 -1.167862 0.2 -0.1 -0.4
O -0.846051 1.451259 -1.133316 0.1 -0.5 1.0
C -0.952687 2.047718 -0.060688 0.2 0.7 -0.8
O -1.125210 3.361513 -0.074527 0.0 -0.3 0.2
C -0.871090 1.491407 1.338547 -0.6 -0.3 -0.9
H -1.125598 3.658910 -0.999511 -0.1 0.0 0.0
H -1.312570 2.240426 2.008540 0.6 -0.5 0.1
H 0.160567 1.174984 1.521235 0.0 0.6 0.4
H -1.450447 0.561748 1.340658 -0.2 0.3 0.2



9
Properties=species:S:1:pos:R:3:forces:R:3 method="wB97M-V/def2-TZVPD" total_energy_ha=-5355.9583 homo_lumo_gap_ha=0.3214 relative_energy_ev=0.1843 lumo_ev=-0.661 homo_ev=-9.41
C 0.453656 0.097687 -0.453328 -0.9 -1.3 1.3
C 0.238758 0.848143 0.841284 -0.2 0.7 -0.5
N -0.428015 -1.001425 -0.648673 0.7 -0.2 -1.2
O 1.264886 0.304563 -1.278684 1.6 0.8 -1.5
Br -1.854041 -1.440281 0.362239 -0.7 -0.1 0.7
Br -0.323980 -2.003866 -2.282207 0.1 0.9 1.0
H -0.742778 1.326993 0.628111 0.4 -0.3 1.3
H 0.977196 1.602488 1.100020 0.2 0.4 -1.3
H 0.414320 0.265697 1.731238 -1.3 -0.9 0.2